1.
Below is 2 unconnected molecules or ions with the total composition C10H14N2O7, with properties calculated with ωB97M-V/def2-TZVPD.

The geometry in XYZ format:
```
33
Properties=species:S:1:pos:R:3:lowdin_charge:R:1
O 1.47 0.97 5.29 0.14
C 1.31 1.05 4.09 -0.50
N 2.05 0.27 3.18 0.13
C 2.17 0.77 1.82 -0.20
O 1.42 0.01 0.91 -0.15
O 2.21 -1.13 0.55 -0.01
O 0.39 1.96 3.59 0.06
C -0.62 1.36 2.84 -0.27
C -1.42 0.40 3.39 0.02
C -2.36 -0.14 2.56 -0.06
C -2.46 0.30 1.28 -0.15
N -1.72 1.25 0.73 0.11
C -0.81 1.75 1.56 -0.10
H 1.70 -0.68 3.18 0.14
H 1.79 1.78 1.72 0.12
H 3.21 0.78 1.50 0.13
H 1.58 -1.64 0.01 0.09
H -1.29 0.08 4.41 0.13
H -3.03 -0.90 2.91 0.11
H -3.20 -0.16 0.64 0.11
H -0.17 2.53 1.17 0.13
C 1.17 -0.10 -2.24 -0.05
O 0.53 0.15 -3.50 0.02
C -0.18 -0.88 -3.95 -0.63
O -0.32 -1.94 -3.40 0.12
O -0.72 -0.53 -5.11 0.01
C -1.53 -1.55 -5.71 -0.04
H 1.71 0.80 -1.97 0.10
H 0.42 -0.30 -1.47 0.08
H 1.87 -0.93 -2.33 0.10
H -2.36 -1.80 -5.07 0.10
H -0.93 -2.43 -5.93 0.10
H -1.90 -1.13 -6.65 0.09
```

## Properties
2S+1 = 1
SMILES string = O=C(NCOO)Oc1cccnc1.COC(=O)OC
total energy = -1025.53651 Eh
HOMO-LUMO gap = 10.4180 eV

2.
Below is a molecular structure, C10H14N2PSr, with properties calculated with ωB97M-V/def2-TZVPD.

The geometry in XYZ format:
```
28
Properties=species:S:1:pos:R:3:lowdin_charge:R:1
C 1.67 0.35 -1.70 -0.27
C 2.18 1.12 -0.61 -0.23
C 1.35 2.24 -0.44 -0.24
C 0.31 2.18 -1.43 -0.29
C 0.54 1.03 -2.24 -0.29
Sr -0.53 0.00 0.08 0.46
P 0.42 -2.61 0.76 0.54
H 2.14 -0.52 -2.13 0.07
H 3.07 0.86 -0.04 0.08
H 1.40 2.97 0.37 0.08
H -0.08 0.69 -3.08 0.08
H -0.53 2.86 -1.52 0.07
H 0.12 -2.88 2.11 -0.17
H 1.69 -3.19 0.61 -0.19
H -0.44 -3.55 0.13 -0.18
N -5.15 1.71 4.20 0.08
C -4.11 1.42 3.38 -0.34
C -3.53 2.49 2.62 -0.07
C -2.49 2.14 1.82 -0.19
N -2.02 0.85 1.79 -0.22
C -2.63 -0.18 2.47 -0.22
C -3.68 0.06 3.31 -0.10
H -5.47 2.66 4.25 0.08
H -5.57 0.95 4.72 0.08
H -3.90 3.55 2.71 0.11
H -1.91 2.82 1.14 0.11
H -2.16 -1.18 2.27 0.05
H -4.15 -0.76 3.92 0.10
```

## Properties
energy above the lowest of the compared OMol25 structures with the same formula, charge and spin = 0.0 kJ/mol
2S+1 = 1
charge = -1
total energy = -870.91722 Eh
HOMO-LUMO gap (spin up / spin down) = 2.9049 / 2.5650 eV